Below is a molecular structure, C32H25ClN5O2OsPS3, with properties calculated with ωB97M-V/def2-TZVPD.

ORCA input file:
```
! wB97M-V def2-TZVPD RIJCOSX def2/J DEFGRID3
* xyz 2 5
Os 0.6000 0.4912 -0.5715
N 2.4489 3.9457 1.4045
C 2.0629 2.7982 0.8855
S 0.3500 2.5547 0.5031
N 2.8948 1.8030 0.7702
N 2.4750 0.7019 0.1736
C 3.3260 -0.2750 0.0529
C 2.9317 -1.4549 -0.6599
C 3.7456 -2.5772 -0.8032
C 3.2657 -3.6656 -1.5108
C 2.0061 -3.5929 -2.0905
C 1.2538 -2.4452 -1.9097
N 1.6944 -1.4137 -1.1978
H 1.9343 4.7851 1.1717
H 3.4425 4.0749 1.5420
H 4.3283 -0.1721 0.4478
H 4.7235 -2.5921 -0.3446
H 3.8725 -4.5536 -1.6128
H 1.6198 -4.4045 -2.6873
H 0.2769 -2.3396 -2.3654
Cl -1.6799 0.5230 -1.2900
C -2.8356 -0.3623 -0.3280
C -4.1796 -0.1772 -0.5957
C -5.1023 -0.9097 0.1326
C -4.6842 -1.8080 1.1051
C -3.3331 -1.9832 1.3571
C -2.3858 -1.2492 0.6430
P -0.5954 -1.4539 0.9404
C -0.4809 -3.2337 1.2961
C -0.0469 -3.7650 2.5080
C -0.0957 -5.1374 2.7051
C -0.5488 -5.9788 1.7000
C -0.9442 -5.4529 0.4769
C -0.9097 -4.0862 0.2736
C -0.2497 -0.5905 2.4998
C 1.0652 -0.6660 2.9734
C 1.4024 -0.0643 4.1729
C 0.4337 0.6202 4.8967
C -0.8562 0.7421 4.4006
C -1.2020 0.1472 3.1978
H -4.5023 0.5246 -1.3524
H -6.1545 -0.7738 -0.0682
H -5.4159 -2.3726 1.6652
H -3.0001 -2.6918 2.1038
H 0.2888 -3.1250 3.3118
H 0.1999 -5.5507 3.6589
H -0.6080 -7.0443 1.8685
H -1.2964 -6.1030 -0.3117
H -1.2504 -3.6691 -0.6671
H 1.8099 -1.2213 2.4113
H 2.4152 -0.1328 4.5464
H 0.6939 1.0665 5.8455
H -1.5958 1.2956 4.9610
H -2.2108 0.2444 2.8211
O 1.8051 5.7174 -1.2801
S 1.9820 5.0890 -2.5589
O 3.0869 5.4595 -3.3661
N 2.0346 3.4048 -2.3208
C 1.0402 2.8652 -2.9263
S 0.9504 1.1395 -3.0703
C 0.0144 3.7518 -3.4936
C -1.2450 3.4360 -3.9820
C -2.1117 4.4803 -4.2769
C -1.7241 5.8042 -4.1115
C -0.4411 6.1243 -3.6739
C 0.3984 5.0783 -3.3773
H -1.5442 2.4030 -4.1059
H -3.1079 4.2704 -4.6387
H -2.4252 6.6005 -4.3136
H -0.1104 7.1466 -3.5614
*
```

For the relative energy (zero: lowest compared OMol25 entry of this formula, charge and spin), the calculation gives 37.03 kcal per mole. The value obtained for the HOMO energy (spin up / spin down) is -0.4804 / -0.5168 hartree.

---

Below is a molecular structure, C32H25N2PPdS, with properties calculated with ωB97M-V/def2-TZVPD.

ORCA input file:
```
! wB97M-V def2-TZVPD RIJCOSX def2/J DEFGRID3
* xyz 0 3
Pd 0.0950 -1.1013 0.7080
S -0.8754 -1.6081 -3.7130
C -2.2652 -1.6459 -2.7438
C -1.9375 -1.6476 -1.4296
C -0.5153 -1.5978 -1.1862
C 0.1916 -1.6612 -2.3692
C 1.6293 -1.7734 -2.6243
C 1.9922 -2.3928 -3.8488
C 3.3398 -2.4379 -4.2133
C 4.3391 -2.0057 -3.3061
C 3.8719 -1.3983 -2.1719
N 2.6017 -1.2565 -1.8320
H -3.2548 -1.5682 -3.1553
H -2.7046 -1.6748 -0.6474
H 1.2072 -2.8682 -4.4702
H 3.6096 -2.8548 -5.1779
H 5.4365 -2.0626 -3.4921
H 4.5795 -0.9793 -1.4702
C -5.6227 2.5440 1.6433
C -4.6280 3.3898 1.1566
C -3.4050 2.8303 0.7914
C -3.1245 1.4679 0.9678
C -4.1086 0.6506 1.5501
C -5.3527 1.1912 1.8439
P -1.4714 0.8034 0.5456
C -0.9225 1.7572 -0.8626
C -1.8891 1.8384 -1.9114
C -1.4994 2.3248 -3.1434
C -0.2122 2.8478 -3.3314
C 0.7316 2.7591 -2.2906
C 0.3563 2.2802 -1.0482
C -0.4464 1.2622 1.9727
C -0.5864 2.2824 2.9285
C -0.0175 2.0596 4.1693
C 0.5301 0.8145 4.5289
C 0.5484 -0.2548 3.6315
C 0.0502 0.0024 2.3709
H -6.6401 2.8819 1.7976
H -4.7652 4.4685 1.0906
H -2.7091 3.4821 0.3206
H -3.9379 -0.4170 1.7116
H -6.1267 0.5063 2.2385
H -2.8703 1.3889 -1.7652
H -2.2126 2.3853 -3.9836
H 0.1020 3.2317 -4.3187
H 1.7261 3.1175 -2.4595
H 1.0657 2.2835 -0.2031
H -1.1357 3.1994 2.6775
H -0.0028 2.9120 4.8646
H 0.9125 0.6510 5.5452
H 0.9334 -1.2421 3.8875
C 4.1109 -3.0579 2.4875
C 4.0543 -1.6960 2.1435
C 2.9309 -1.2694 1.4747
N 1.9307 -2.0904 1.1177
C 2.0707 -3.4092 1.2901
C 3.1435 -3.9182 2.0185
H 4.9583 -3.4579 3.0642
H 4.8163 -0.9959 2.4686
H 2.8090 -0.2316 1.1644
H 1.3520 -4.0458 0.8109
H 3.2133 -4.9933 2.1870
*
```

For the relative energy (zero: lowest compared OMol25 entry of this formula, charge and spin), the calculation gives 3.55 kcal per mole. The value obtained for the HOMO energy (spin up / spin down) is -0.1974 / -0.2772 hartree.